1.
This record from OMol25 describes a single C3H9N3 molecule in a non-equilibrium geometry. The level of theory is wB97M-V/def2-TZVPD.

Cartesian coordinates (Å):
H1 0.8353 -2.1197 -1.5833
N1 0.1021 -1.5028 -1.2277
C1 0.5650 -0.8338 -0.2245
N2 1.8690 -0.9514 0.1696
C2 -0.3149 0.1740 0.5474
C3 -1.7280 0.3041 -0.0027
N3 0.3929 1.4731 0.5083
H2 2.1740 -0.1251 0.6861
H3 2.5228 -1.1988 -0.5609
H4 -0.3568 -0.1631 1.5895
H5 -1.7284 0.6357 -1.0471
H6 -2.3122 1.0228 0.5821
H7 -2.2483 -0.6592 0.0381
H8 -0.1825 2.1632 0.9917
H9 0.4101 1.7810 -0.4667

Properties
E, eV: -7727.379
Energy above the lowest of the compared OMol25 structures with the same formula, charge and spin, eV: 0.1949
SMILES: [H]/N=C(\N)[C@H](C)N
Gap between HOMO and LUMO, eV: 10.3096
2S+1: 1

2.
This record from OMol25 describes 2 unconnected molecules or ions with the total composition C3H9N3 in a non-equilibrium geometry. The level of theory is wB97M-V/def2-TZVPD.

Cartesian coordinates (Å):
C1 2.9418 0.5203 -0.6712
C2 2.5942 0.5815 0.6915
N1 1.3860 0.3280 1.1355
H1 2.1163 0.5100 -1.3754
H2 3.9430 0.7506 -1.0002
H3 3.3735 0.8218 1.4050
H4 0.5854 0.3439 0.5017
H5 1.1836 0.6208 2.0935
N2 -3.0727 0.0994 -0.9380
C3 -2.2992 -0.7773 -0.2839
N3 -2.5794 -1.4573 0.7546
H6 -3.0913 0.2640 -1.9268
H7 -3.8486 0.5584 -0.4910
H8 -1.3629 -0.9963 -0.8253
H9 -1.8699 -2.1679 0.9300

Properties
E, eV: -7718.057
Energy above the lowest of the compared OMol25 structures with the same formula, charge and spin, eV: 1.0013
Expectation value of S²: 0.7629
Gap between HOMO and LUMO (alpha / beta), eV: 7.8992 / 4.4162
2S+1: 2
Total charge: +1

3.
This record from OMol25 describes 2 unconnected molecules or ions with the total composition C3H9N3 in a non-equilibrium geometry. The level of theory is wB97M-V/def2-TZVPD.

Cartesian coordinates (Å):
C1 -1.8669 -0.3041 0.0940
C2 2.0653 -0.2066 -0.3010
C3 2.8298 -0.0143 0.8066
N1 -2.9112 -0.2765 -0.6799
N2 1.2200 -0.1458 -1.1072
N3 -1.0629 0.7516 0.2633
H1 -1.6008 -1.1697 0.7090
H2 3.8658 -0.0578 0.4524
H3 2.5811 0.7763 1.5275
H4 2.4785 -0.8938 1.3866
H5 -3.4300 -1.1373 -0.9522
H6 -3.0497 0.5903 -1.1572
H7 0.6210 -0.5662 -1.8020
H8 -0.2938 1.0112 0.9152
H9 -1.4462 1.6427 -0.1550

Properties
E, eV: -7708.387
Energy above the lowest of the compared OMol25 structures with the same formula, charge and spin, eV: 0.8990
Gap between HOMO and LUMO, eV: 11.2873
2S+1: 1
Total charge: +2

4.
This record from OMol25 describes 2 unconnected molecules or ions with the total composition C3H9N3O in a non-equilibrium geometry. The level of theory is wB97M-V/def2-TZVPD.

Cartesian coordinates (Å):
O1 0.8611 -1.0934 0.3613
C1 1.2446 0.1619 -0.0537
N1 2.4229 0.2355 -0.5660
C2 0.3353 1.1952 0.3206
N2 -0.8736 0.8563 0.9343
C3 -1.9942 0.1553 0.0823
N3 -1.6816 -1.0686 -0.4683
H1 2.5343 1.2226 -0.8147
H2 0.7964 -0.8414 -2.6668
H3 0.1913 -1.2616 -2.5684
H4 0.6971 2.2011 0.4748
H5 -0.5882 0.2266 1.6836
H6 -2.8817 0.2576 0.7664
H7 -2.0682 0.7041 -0.8474
H8 -2.0988 -1.8863 -0.0233
H9 -0.0229 -1.2566 -0.0806

Properties
E, eV: -9768.390
Energy above the lowest of the compared OMol25 structures with the same formula, charge and spin, eV: 7.1493
Gap between HOMO and LUMO, eV: 5.4703
2S+1: 1

5.
This record from OMol25 describes a single C3H9N3O molecule in a non-equilibrium geometry. The level of theory is wB97M-V/def2-TZVPD.

Cartesian coordinates (Å):
N1 1.4571 -0.5445 -0.8755
C1 0.1643 -0.9018 -0.3589
N2 0.2262 -0.8304 1.1031
O1 1.2389 -0.1418 1.7864
N3 -0.9114 -0.0911 -0.8245
C2 -1.5674 0.8974 0.2744
C3 -0.7966 1.3441 -0.9094
H1 1.5250 -0.0360 -1.7491
H2 2.3121 -1.0367 -0.6551
H3 -0.0436 -1.9381 -0.6411
H4 -0.3775 -1.4683 1.6180
H5 1.8232 -0.7721 2.2530
H6 -1.2165 1.0927 1.2755
H7 -2.6472 0.8755 0.2066
H8 -1.3733 1.7655 -1.7270
H9 0.1867 1.7856 -0.7764

Properties
E, eV: -9770.338
Energy above the lowest of the compared OMol25 structures with the same formula, charge and spin, eV: 5.2014
SMILES: N[C@@H](NO)N1CC1
Gap between HOMO and LUMO, eV: 8.9901
2S+1: 1

6.
This record from OMol25 describes a single C3H9N3O molecule in a non-equilibrium geometry. The level of theory is wB97M-V/def2-TZVPD.

Cartesian coordinates (Å):
N1 -1.9709 0.7577 1.1465
C1 -0.6973 0.7612 0.5975
O1 -0.3280 1.8570 -0.0143
C2 -0.0085 -0.4350 0.4234
N2 -0.6223 -1.6725 0.7963
C3 1.2880 -0.3815 -0.2457
N3 1.1920 0.5729 -1.5663
H1 -2.3266 1.6807 1.3413
H2 -2.1376 0.0595 1.8560
H3 0.0256 -2.4231 0.9996
H4 -1.3347 -1.9889 0.1477
H5 1.6573 -1.3645 -0.5464
H6 2.0479 0.1759 0.3098
H7 0.5077 1.4507 -1.0081
H8 2.0947 0.8204 -1.9645
H9 0.6128 0.1294 -2.2727

Properties
E, eV: -9773.694
Energy above the lowest of the compared OMol25 structures with the same formula, charge and spin, eV: 1.8454
SMILES: N/C([O-])=C(\N)C[NH3+]
Gap between HOMO and LUMO, eV: 7.2273
2S+1: 1

7.
This record from OMol25 describes a single C3H9N3O molecule in a non-equilibrium geometry. The level of theory is wB97M-V/def2-TZVPD.

Cartesian coordinates (Å):
N1 -2.7187 0.2144 -0.9433
C1 -1.3314 -0.3340 -0.9557
N2 -0.2356 0.6201 -0.4419
C2 0.9792 -0.0425 -0.3975
O1 1.2001 -0.5690 -1.5195
C3 2.0332 -0.0260 0.7643
N3 1.1675 0.3391 1.9906
H1 -2.8809 0.8641 -1.8671
H2 -3.4752 -0.4697 -0.9458
H3 -1.1676 -1.2144 -0.3803
H4 -1.1201 -0.5336 -2.1502
H5 -0.2338 0.8816 0.6062
H6 2.5967 -1.0063 0.7103
H7 2.7778 0.7050 0.5576
H8 1.7487 0.9896 2.4887
H9 0.6603 -0.4185 2.4835

Properties
E, eV: -9772.583
Energy above the lowest of the compared OMol25 structures with the same formula, charge and spin, eV: 2.9559
SMILES: NCNC(=O)CN
Gap between HOMO and LUMO, eV: 9.6067
2S+1: 1

8.
This record from OMol25 describes a molecular structure, C3H9N3O in a non-equilibrium geometry. The level of theory is wB97M-V/def2-TZVPD.

Cartesian coordinates (Å):
C1 0.0302 1.4803 -1.2356
N1 -0.0098 0.1662 -0.5880
C2 -1.3495 -0.3625 -0.0987
N2 -1.7742 -1.5475 -0.4002
H1 0.5566 -0.5427 -1.0480
H2 -1.0167 -2.2189 -0.5128
H3 -2.0703 0.4601 -0.0696
H4 -0.7173 1.5209 -2.0289
H5 1.0233 1.6699 -1.6413
H6 -0.1863 2.2369 -0.4827
N3 1.4397 -1.0350 1.1493
C3 0.6692 0.1395 1.0981
O1 1.0213 1.1989 1.5808
H7 0.9156 -1.9005 1.0936
H8 2.1154 -1.0011 1.9025
H9 -0.6473 -0.2644 1.2817

Properties
E, eV: -9771.457
Energy above the lowest of the compared OMol25 structures with the same formula, charge and spin, eV: 4.0821
Gap between HOMO and LUMO, eV: 9.0329
2S+1: 1

9.
This record from OMol25 describes a single C3H9N3O molecule in a non-equilibrium geometry. The level of theory is wB97M-V/def2-TZVPD.

Cartesian coordinates (Å):
H1 1.4478 2.1898 1.1904
N1 0.7244 2.1393 0.4816
C1 0.3429 0.9486 0.2032
N2 -0.7417 0.8443 -0.6428
C2 -0.9981 -0.2213 -1.5848
C3 0.7720 -0.2485 1.0171
N3 -0.2898 -0.8862 1.6768
O1 1.5647 -0.9329 -0.1087
H2 -0.9999 1.7642 -0.9736
H3 -1.9600 -0.0307 -2.0607
H4 -1.0727 -1.1839 -1.0766
H5 -0.2329 -0.2984 -2.3701
H6 1.5675 0.0126 1.7210
H7 -1.1031 -1.0549 1.0969
H8 -0.0107 -1.7069 2.2001
H9 0.9898 -1.3349 -0.7697

Properties
E, eV: -9773.945
Energy above the lowest of the compared OMol25 structures with the same formula, charge and spin, eV: 1.5939
SMILES: [H]/N=C(/NC)[C@@H](N)O
Gap between HOMO and LUMO, eV: 9.7408
2S+1: 1

10.
This record from OMol25 describes a single C3H9N3O2 molecule in a non-equilibrium geometry. The level of theory is wB97M-V/def2-TZVPD.

Cartesian coordinates (Å):
C1 0.0799 0.3889 -2.0398
C2 0.5651 -0.3746 -0.8509
O1 1.2990 0.7771 0.1465
N1 2.4340 0.3123 0.8874
C3 -0.1712 -0.4501 0.4592
O2 0.1370 -1.2333 1.3650
N2 -1.4840 0.0186 0.3614
N3 -2.3344 -0.1721 1.4705
H1 -0.3067 1.3690 -1.7731
H2 0.9278 0.5617 -2.7055
H3 -0.6894 -0.1765 -2.5683
H4 1.1597 -1.2712 -1.0456
H5 2.7544 1.1424 1.3826
H6 2.0498 -0.3350 1.5853
H7 -1.6665 0.8714 -0.1493
H8 -1.7422 -0.5285 2.2242
H9 -3.0122 -0.9001 1.2504

Properties
E, eV: -11818.440
Energy above the lowest of the compared OMol25 structures with the same formula, charge and spin, eV: 5.6197
SMILES: C[C@@H](ON)C(=O)NN
Gap between HOMO and LUMO, eV: 9.7569
2S+1: 1

11.
This record from OMol25 describes 2 unconnected molecules or ions with the total composition C3H9N3O2 in a non-equilibrium geometry. The level of theory is wB97M-V/def2-TZVPD.

Cartesian coordinates (Å):
N1 1.8270 -0.0331 1.1044
C1 1.6649 0.5254 -0.1610
N2 0.8335 1.6577 -0.2502
O1 2.2848 0.0596 -1.1301
H1 0.9336 -0.2366 1.5420
H2 2.4753 -0.8007 1.1217
H3 0.7685 1.9114 -1.1891
H4 -0.0818 1.5881 0.2657
O2 -0.5389 -1.6637 -1.0465
C2 -0.9767 -1.0840 -0.0795
C3 -2.1011 -0.0646 -0.0830
N3 -2.4118 0.3833 1.2945
H5 -0.6754 -1.4045 0.9529
H6 -1.7833 0.7496 -0.6840
H7 -2.9580 -0.5081 -0.6508
H8 -2.6363 1.3768 1.3581
H9 -3.2742 -0.1599 1.5972

Properties
E, eV: -11812.329
Energy above the lowest of the compared OMol25 structures with the same formula, charge and spin, eV: 2.3039
Expectation value of S²: 0.7596
Gap between HOMO and LUMO (alpha / beta), eV: 9.5938 / 4.1798
2S+1: 2
Total charge: +1

12.
This record from OMol25 describes 3 unconnected molecules or ions with the total composition C3H9N3O5PS in a non-equilibrium geometry. The level of theory is wB97M-V/def2-TZVPD.

Cartesian coordinates (Å):
O1 3.7179 -2.1727 -2.5561
C1 3.5744 -0.9046 -3.0095
N1 3.0084 0.1832 -3.6829
P1 1.4664 0.5856 -2.8062
S1 -0.0314 -0.7132 -3.6665
H1 1.1332 1.9986 -2.8981
H2 1.6652 0.1892 -1.4091
H3 -1.0623 -0.9670 -2.7471
C2 2.0511 -0.5898 1.8989
N2 0.6548 -0.3171 1.4635
O2 0.1227 0.7172 1.8834
O3 0.1322 -1.1488 0.7126
H4 2.3819 0.2200 2.5527
H5 2.0493 -1.5414 2.4344
H6 2.6721 -0.6396 1.0022
C3 -2.7489 0.6102 1.7389
N3 -4.1452 0.8829 1.3035
O4 -4.6773 1.9172 1.7234
O5 -4.6678 0.0512 0.5526
H7 -2.4181 1.4200 2.3927
H8 -2.7507 -0.3414 2.2744
H9 -2.1279 0.5604 0.8422

Properties
E, eV: -38071.803
Gap between HOMO and LUMO, eV: 6.4947
2S+1: 1
Total charge: +1

13.
This record from OMol25 describes 3 unconnected molecules or ions with the total composition C3H9N3OS in a non-equilibrium geometry. The level of theory is wB97M-V/def2-TZVPD.

Cartesian coordinates (Å):
H1 -0.5648 -2.8086 -4.1766
N1 0.1033 -3.0040 -3.4235
C1 0.0651 -2.4987 -2.2902
S1 -1.2062 -1.2807 -2.0042
C2 -1.7572 -1.1839 -0.2379
H2 0.7190 -2.6977 -1.4033
H3 -2.7334 -1.8009 -0.1321
H4 -1.9146 -0.1410 -0.0313
H5 -0.8754 -1.6461 0.3899
N2 0.9199 1.0907 1.0064
C3 1.4565 0.0526 0.8895
O1 1.8385 -0.9299 0.4168
H6 0.6734 1.8016 1.5557
N3 0.9308 3.5567 2.3105
H7 1.4732 4.1489 2.9727
H8 0.0573 3.4390 2.7842
H9 0.8144 3.9018 1.3732

Properties
E, eV: -20608.482
Energy above the lowest of the compared OMol25 structures with the same formula, charge and spin, eV: 1.6398
SMILES: [H]/N=C\SC.N=C=O.N
Gap between HOMO and LUMO, eV: 9.0902
2S+1: 1

14.
This record from OMol25 describes a gas-phase ion, C3H9N3P (charge +1) in a non-equilibrium geometry. The level of theory is wB97M-V/def2-TZVPD.

Cartesian coordinates (Å):
C1 -0.9174 0.1485 0.9793
C2 -1.2455 -0.4864 -0.4079
C3 1.5238 -0.1765 0.7916
N1 1.1785 -1.0259 -0.1990
N2 0.3865 0.8338 0.9031
N3 -0.1489 0.0176 -1.2787
P1 0.5238 1.5819 -0.6697
H1 -1.6482 0.9758 1.1025
H2 -1.1457 -0.5607 1.6793
H3 -1.2009 -1.4953 -0.4743
H4 -2.2792 -0.2356 -0.7179
H5 1.6222 -0.8530 1.7498
H6 2.3907 0.5326 0.8428
H7 1.8099 -1.2688 -0.9923
H8 -0.0644 -0.1767 -2.3042
H9 -0.7852 2.1888 -1.0044

Properties
E, eV: -17004.985
Energy above the lowest of the compared OMol25 structures with the same formula, charge and spin, eV: 3.9269
Gap between HOMO and LUMO (alpha / beta), eV: 8.7974 / 8.7958
2S+1: 1
Total charge: +1

15.
This record from OMol25 describes a molecular structure, C3H9N3S in a non-equilibrium geometry. The level of theory is wB97M-V/def2-TZVPD.

Cartesian coordinates (Å):
C1 -1.9139 1.4160 -1.4128
C2 -0.1097 0.2261 -0.1902
C3 -1.6462 -1.5272 -0.2388
H1 -2.6082 0.5774 -1.4332
H2 -2.1202 1.9592 -2.4132
H3 -2.1608 2.1045 -0.5833
H4 0.0657 1.7656 -1.5377
H5 1.2828 1.5308 0.6182
H6 1.3236 -0.6265 2.2484
H7 -2.1905 -0.6386 -1.2576
H8 -2.6032 -1.5743 0.7114
H9 -1.0898 -2.6378 -0.4995
N1 -0.6071 1.0111 -1.1755
N2 1.2125 0.5148 0.1671
N3 -0.6398 -0.6898 0.4339
S1 2.0225 -0.5626 1.2012

Properties
E, eV: -18557.619
Energy above the lowest of the compared OMol25 structures with the same formula, charge and spin, eV: 5.0608
Gap between HOMO and LUMO, eV: 9.1059
2S+1: 1

16.
This record from OMol25 describes 2 unconnected molecules or ions with the total composition C3H9N4 in a non-equilibrium geometry. The level of theory is wB97M-V/def2-TZVPD.

Cartesian coordinates (Å):
C1 -0.5033 0.6067 -0.4058
C2 3.6595 0.1585 -0.3089
C3 -3.6578 -0.4397 0.3494
N1 0.1634 -0.1900 0.3052
N2 -1.7986 0.5361 -0.6405
N3 2.9583 -0.4576 0.5135
N4 -2.4419 -0.3859 0.0871
H1 0.1815 1.3631 -0.7782
H2 4.7637 -0.1750 -0.5352
H3 -3.9958 -1.2288 0.9503
H4 -4.4280 0.3234 0.0667
H5 -0.2995 -1.0094 0.5508
H6 -2.4053 1.4338 -0.8624
H7 1.3101 -0.1126 0.4511
H8 3.3285 -1.3717 0.9682
H9 3.1653 0.9491 -0.7113

Properties
E, eV: -9208.256
Energy above the lowest of the compared OMol25 structures with the same formula, charge and spin, eV: 3.3655
Gap between HOMO and LUMO, eV: 10.9357
2S+1: 1
Total charge: +1